Formula: C18H33BF2I2N2O11P
Source: the OMol25 dataset
Level of theory: ωB97M-V/def2-TZVPD

XYZ file:
```
70
Properties=species:S:1:pos:R:3:forces:R:3
C -6.239845 2.798245 -0.013857 -0.602 -0.887 -0.276
O -0.112520 -6.251383 -1.716276 0.354 -0.091 -0.438
C -2.000311 -0.844520 -0.207940 -0.918 -2.543 -3.924
H -0.624332 -3.882772 -2.373247 0.176 -0.138 0.031
O 1.105723 -4.854774 -3.034964 -0.124 -0.801 -0.135
P -2.372123 1.349018 1.436956 -3.176 -2.249 1.174
O -2.808230 1.066277 4.330870 -0.162 1.285 -2.260
H -5.979997 3.833576 0.384787 -0.166 -1.397 -0.476
O 6.905225 0.798060 -0.565377 -0.199 -0.287 0.006
H -3.337045 0.275475 1.474091 -0.204 -0.313 -0.124
C 5.581016 0.587085 -0.456651 -0.267 0.052 0.247
C -0.350526 0.768911 -0.346319 2.966 -0.776 1.239
O -2.255113 -1.305033 -1.376610 1.146 1.727 4.290
O 0.486064 0.023913 0.283018 -2.937 2.049 -2.146
H -2.009407 0.525943 4.151410 -0.661 0.374 -0.077
H -4.138206 3.333382 4.559972 -0.183 -0.473 -1.645
H 7.555280 3.364626 -0.686351 0.099 -0.072 -0.131
C -3.692218 2.337587 0.424361 -1.811 0.073 -0.792
H 0.482728 1.443628 -2.341664 -0.581 0.783 1.476
H -3.918339 3.394803 0.752970 0.556 -1.194 -0.359
H 0.630590 -2.472853 -0.689512 0.068 -0.017 -0.131
C -1.470061 4.011873 1.641244 -0.530 4.651 -4.860
H 7.492635 3.528356 -2.457292 0.006 -0.064 0.054
H -5.514588 1.326936 1.501120 0.839 0.083 -1.334
B -3.159343 1.864958 3.155993 0.288 -0.649 2.367
H -6.288524 2.808897 -1.168890 0.154 0.218 1.980
O 4.739792 0.919457 -1.256942 0.485 -0.172 0.262
H -1.434083 0.474803 2.094985 0.244 0.278 0.192
F -1.445491 4.713373 2.913683 0.271 -2.648 -1.881
H 8.391826 1.306473 -1.859284 -0.118 -0.172 0.263
H 6.825185 1.092991 -2.630722 -0.127 0.024 0.218
H 1.598575 -8.438571 -1.713947 -0.197 0.007 -0.028
N -1.784878 0.610721 -0.136507 3.207 -1.958 -0.483
H 3.900443 -0.888852 1.876691 0.295 0.102 -0.087
H -0.200601 2.890542 -1.273652 0.542 -1.534 -0.310
O 1.448874 -6.997299 -3.191764 -0.196 0.168 0.034
H 2.144226 -3.272735 -1.174909 -0.093 0.126 -0.094
C 0.722815 -6.051184 -2.565755 0.056 0.540 0.153
C 7.322027 1.496122 -1.743575 0.126 0.380 -0.360
C 0.347316 1.891656 -1.291844 0.029 -0.387 0.708
O 5.353221 -0.039288 0.709084 0.400 0.186 -0.549
H -4.041065 4.029306 2.867080 -0.489 -1.655 0.617
H 0.883363 -4.197686 -0.375404 -0.117 0.047 -0.075
H 3.464842 -0.755948 0.166529 0.038 0.244 0.035
H 3.484244 0.701368 1.215227 -0.061 -0.128 -0.190
H -2.184239 -1.530971 1.943291 0.430 -0.684 -1.376
H 1.412231 2.060588 -0.883901 -1.760 -0.442 -0.468
H -2.422493 -2.925952 0.690624 0.772 1.953 0.090
H -0.732609 -2.204150 1.018767 -1.821 0.587 -0.182
C -4.217376 3.046684 3.441158 -0.282 0.612 1.278
C -1.857886 -1.945393 0.930763 0.459 0.329 0.638
C 1.199503 -8.320323 -2.724012 -0.018 -0.352 0.055
I -5.502802 -0.002370 -0.905493 -0.148 -0.160 0.816
O -1.706848 4.794168 0.676049 0.615 -3.634 4.443
I -3.268574 2.528495 -1.737343 -0.119 1.102 0.418
F 1.271406 2.955180 1.792387 -2.845 -0.717 0.509
H 0.133263 -8.555431 -2.746376 0.107 0.123 0.141
C 3.968515 -0.252076 0.993741 -0.612 -0.107 0.171
C 0.454514 -3.719475 -2.443810 -0.289 0.659 0.460
C 1.059913 -3.392730 -1.092901 0.097 -0.187 0.192
N -1.121763 2.636083 1.451567 3.432 3.908 2.814
H 0.608899 -2.879219 -3.124165 0.112 -0.296 -0.111
H -5.280567 2.644663 3.299330 1.311 0.786 -0.017
H -7.295994 2.520681 0.370701 1.664 0.396 -0.623
H 6.020032 3.212975 -1.525245 0.067 -0.091 -0.108
H 1.719238 -9.014208 -3.386291 0.052 0.299 -0.054
C -5.182579 1.638419 0.460030 -0.350 2.692 0.210
C 0.023672 2.445278 2.343364 1.758 -1.358 2.650
O 0.127350 1.956180 3.466321 -0.820 1.650 -4.264
C 7.086030 2.987443 -1.599369 -0.237 0.144 0.139
```
Positions in Å, forces in eV/Å.

The value obtained for the HOMO energy is -5.22 eV. For the molar mass, the calculation gives 787.1 g mol⁻¹. The spin multiplicity is 1. Its energy above the lowest of the compared OMol25 structures with the same formula, charge and spin is 4.022 eV. Its charge is -1.